Record 1
Entry from the OMol25 dataset: a molecular structure, C17H28ClI2KN6O8 (ωB97M-V/def2-TZVPD).

Frontier orbital gap   5.55 eV
DFT total energy   -88456.401 eV
LUMO energy   3.85 eV
Charge   -2

Positions of all 63 atoms, in Å:
K  1.1765  0.7550  -1.3693
I  2.4997  -0.3457  2.3505
C  2.3521  -2.3765  1.8036
I  1.8673  -2.6597  -0.2318
H  1.5299  -2.8020  2.3668
H  3.3027  -2.8634  1.9800
O  -2.3108  1.1577  -3.3160
C  -1.1164  1.2964  -3.0338
O  -0.6304  2.0784  -2.1398
C  -0.0960  0.3784  -3.8030
O  0.2324  0.6747  -4.9444
O  0.3387  -0.6295  -3.1040
N  -0.7429  -1.5821  2.1023
H  -1.4778  -2.1540  2.5099
H  -1.0290  -1.4397  1.1314
H  -0.8518  -0.6526  2.5037
O  -7.3315  -4.0494  -2.5697
C  -6.8439  -3.6434  -1.3095
N  -7.1791  -2.2768  -0.9968
C  -6.3085  -1.3709  -0.4127
O  -6.6956  -0.6119  0.4620
C  -4.8897  -1.3453  -0.9395
C  -4.5613  -1.6881  -2.2521
C  -3.2424  -1.6543  -2.6285
C  -2.2869  -1.2812  -1.6755
N  -2.5934  -0.9287  -0.4333
C  -3.8861  -0.9525  -0.0796
H  -6.9060  -3.4962  -3.2339
H  -5.7607  -3.7571  -1.2424
H  -7.3190  -4.3202  -0.5931
H  -8.1069  -2.1390  -0.6145
H  -5.3382  -1.9132  -2.9739
H  -2.9237  -1.8598  -3.6391
H  -1.2383  -1.2409  -1.9722
H  -4.1310  -0.6584  0.9332
C  -1.5168  3.9606  0.8117
N  -1.4762  3.8574  2.2605
C  -2.1621  4.9133  2.9576
C  -1.3966  2.5852  2.8120
N  -1.5305  1.4892  2.1723
N  -1.1536  2.5646  4.1928
C  -1.2093  1.2454  4.7880
C  -0.0165  3.3192  4.6833
H  -1.2117  4.9674  0.5202
H  -2.5197  3.7739  0.4077
H  -0.8346  3.2607  0.3403
H  -3.1493  5.1010  2.5132
H  -1.5921  5.8480  2.9096
H  -2.3050  4.6450  4.0020
H  -1.8245  1.6178  1.2102
H  -0.3498  0.6244  4.5048
H  -2.1087  0.7252  4.4706
H  -1.2196  1.3603  5.8745
H  0.0823  4.2620  4.1545
H  0.9214  2.7666  4.5579
H  -0.1511  3.5245  5.7496
Cl  1.8888  3.2865  1.9422
C  2.2768  3.6095  0.1764
C  3.4053  2.6854  -0.3437
O  4.4318  3.2634  -0.7190
O  3.1324  1.4678  -0.3414
H  2.6341  4.6337  0.1286
H  1.3446  3.4882  -0.3916

Table of natural (NBO) atomic charges, one value per atom, all in e:
1 K 0.9079
2 I 0.1802
3 C -0.7534
4 I 0.1389
5 H 0.2409
6 H 0.2066
7 O -0.7542
8 C 0.6704
9 O -0.8711
10 C 0.6563
11 O -0.7168
12 O -0.8917
13 N -1.1266
14 H 0.3348
15 H 0.3898
16 H 0.3922
17 O -0.7221
18 C 0.0867
19 N -0.6563
20 C 0.6831
21 O -0.6110
22 C -0.2392
23 C -0.1649
24 C -0.2236
25 C 0.0900
26 N -0.4499
27 C 0.0807
28 H 0.4695
29 H 0.1867
30 H 0.1600
31 H 0.3890
32 H 0.1871
33 H 0.2344
34 H 0.2642
35 H 0.2039
36 C -0.4180
37 N -0.4636
38 C -0.4037
39 C 0.6113
40 N -0.7900
41 N -0.4726
42 C -0.4060
43 C -0.4073
44 H 0.1960
45 H 0.1869
46 H 0.2470
47 H 0.1754
48 H 0.1816
49 H 0.2154
50 H 0.3700
51 H 0.1940
52 H 0.2211
53 H 0.1753
54 H 0.2208
55 H 0.1893
56 H 0.1771
57 Cl -0.1447
58 C -0.4450
59 C 0.7403
60 O -0.7352
61 O -0.8155
62 H 0.2097
63 H 0.2182



Record 2
Entry from the OMol25 dataset: a molecular structure, C17H28NO3 (ωB97M-V/def2-TZVPD).

Frontier orbital gap   8.94 eV
DFT total energy   -25693.542 eV
LUMO energy   -2.30 eV
ΔE to the lowest compared entry with this formula, charge and spin   388.8 kcal/mol
Charge   +1

Positions of all 49 atoms, in Å:
C  5.0246  1.7665  -0.3231
H  5.0954  1.8911  0.6738
H  5.3476  2.8121  -0.9102
H  5.8121  1.0165  -0.6937
O  3.7437  1.1874  -1.0676
C  3.1542  0.0877  -0.4775
C  3.6952  -0.8161  0.5681
C  3.1259  -1.8516  0.5977
C  1.8875  -2.2059  0.0462
C  1.4178  -1.4224  -0.8005
C  1.9395  0.0176  -1.1029
H  1.4617  0.5671  -1.9654
O  0.1842  -1.7668  -1.5564
C  -0.4706  -2.7469  -1.3405
C  -1.5579  -2.9641  -0.3802
O  -0.9717  -3.0973  1.1172
H  -1.3867  -3.7543  1.6585
C  -2.5813  -1.8183  -0.1965
N  -1.7656  -0.3404  -0.2717
H  -1.0424  -0.5114  -0.6878
C  -2.7384  0.6478  -0.8455
C  -1.9959  2.0405  -0.6845
C  -2.7485  3.1778  -1.3580
H  -3.6630  3.3056  -0.6000
H  -2.1668  4.1497  -1.7333
H  -3.0199  2.8279  -2.4161
C  -1.3330  2.1214  0.5439
H  -0.6799  3.3560  0.4425
C  -0.6108  1.1140  1.2401
C  -0.0011  1.4231  2.6082
H  -0.8579  1.7502  3.1617
H  0.5554  2.3265  2.3978
H  0.5880  0.6776  2.9452
C  -1.4147  -0.2396  1.1323
H  -0.8425  -1.0190  1.5371
H  -2.2223  0.2419  1.8345
H  0.3669  0.9727  0.3172
H  -2.1782  2.5636  1.4768
H  -1.0472  1.8210  -1.4963
H  -3.1590  0.4994  -1.6544
H  -3.4796  0.7194  0.0540
H  -3.3854  -1.7764  0.7955
H  -3.2039  -1.8605  -1.1820
H  -2.1751  -3.9971  -0.4422
H  0.1243  -3.5870  -1.3416
H  -0.8450  -3.0116  -2.3518
H  1.5421  -3.2567  0.4781
H  3.7289  -2.6816  1.4815
H  4.7491  -0.3573  0.7717

Table of natural (NBO) atomic charges, one value per atom, all in e:
1 C -0.2894
2 H 0.1865
3 H 0.2283
4 H 0.1988
5 O -0.5051
6 C 0.3414
7 C -0.3094
8 C -0.0919
9 C -0.3945
10 C 0.3128
11 C -0.3402
12 H 0.2637
13 O -0.5201
14 C -0.1170
15 C 0.0301
16 O -0.8116
17 H 0.4857
18 C -0.2321
19 N -0.3269
20 H 0.3957
21 C -0.1744
22 C -0.2442
23 C -0.6297
24 H 0.2233
25 H 0.2622
26 H 0.2304
27 C -0.3864
28 H 0.2498
29 C -0.2056
30 C -0.6074
31 H 0.2126
32 H 0.2305
33 H 0.2255
34 C -0.2874
35 H 0.2829
36 H 0.2379
37 H 0.1936
38 H 0.1726
39 H 0.1788
40 H 0.2013
41 H 0.2028
42 H 0.2886
43 H 0.2307
44 H 0.2605
45 H 0.2002
46 H 0.2116
47 H 0.2806
48 H 0.2027
49 H 0.2513



Record 3
Entry from the OMol25 dataset: a molecular structure, C17H28NO5PtSi2Te (ωB97M-V/def2-TZVPD).

Frontier orbital gap   8.10 eV
DFT total energy   -56111.929 eV
LUMO energy   2.52 eV
ΔE to the lowest compared entry with this formula, charge and spin   0.0 kcal/mol
Charge   -1

Positions of all 55 atoms, in Å:
Pt  -0.2997  0.7786  0.9789
O  0.5510  -2.8698  -2.4246
C  0.2474  -1.8683  -1.7717
O  -0.8444  -1.6109  -1.2047
C  1.3309  -0.7758  -1.6909
C  2.4902  -0.9659  -2.4352
C  3.4849  -0.0073  -2.4052
C  3.3044  1.1160  -1.6193
C  2.1313  1.2337  -0.8926
N  1.1572  0.3139  -0.9368
C  1.9556  2.4614  0.0065
O  2.8001  3.3437  -0.0532
O  0.9196  2.4741  0.7644
H  2.5658  -1.8726  -3.0162
H  4.3930  -0.1365  -2.9823
H  4.0373  1.9052  -1.5404
C  -3.5311  2.4840  -0.3481
Si  -3.3104  1.0524  -1.5381
C  -4.7359  1.0932  -2.7661
C  -1.7220  1.2861  -2.4849
C  -3.3898  -0.6200  -0.7082
Te  -2.1000  -0.9863  0.9455
C  -3.6760  -0.2197  2.2171
Si  -4.5873  -1.5973  3.0795
C  -5.3053  -2.7836  1.8171
C  -5.9976  -0.8811  4.0906
C  -3.4189  -2.5173  4.2106
H  -3.5180  3.4230  -0.9081
H  -2.7183  2.5153  0.3819
H  -4.4766  2.4371  0.1970
H  -4.7526  2.0374  -3.3161
H  -5.7008  0.9791  -2.2658
H  -4.6408  0.2836  -3.4938
H  -1.7614  2.2129  -3.0629
H  -1.5698  0.4535  -3.1754
H  -0.8578  1.3303  -1.8223
H  -3.0860  -1.3713  -1.4370
H  -4.3955  -0.8421  -0.3477
H  -4.3352  0.3770  1.5892
H  -3.1949  0.4300  2.9466
H  -6.0155  -2.2773  1.1583
H  -5.8319  -3.6084  2.3031
H  -4.5189  -3.2128  1.1910
H  -6.7103  -0.3541  3.4518
H  -5.6217  -0.1689  4.8285
H  -6.5416  -1.6636  4.6261
H  -2.5476  -2.8732  3.6566
H  -3.9041  -3.3804  4.6725
H  -3.0525  -1.8609  5.0027
C  0.5385  1.9211  3.5001
C  -0.4742  0.9594  2.8950
O  -1.1680  0.2859  3.6298
H  0.3790  1.9773  4.5764
H  0.4928  2.8995  3.0283
H  1.5365  1.5272  3.2941

Table of natural (NBO) atomic charges, one value per atom, all in e:
1 Pt 0.4537
2 O -0.7057
3 C 0.7532
4 O -0.8151
5 C 0.1168
6 C -0.2183
7 C -0.1803
8 C -0.2205
9 C 0.0776
10 N -0.4854
11 C 0.7511
12 O -0.6602
13 O -0.7771
14 H 0.2499
15 H 0.2059
16 H 0.2429
17 C -1.1280
18 Si 1.6739
19 C -1.1098
20 C -1.1216
21 C -1.1890
22 Te 0.9803
23 C -1.2242
24 Si 1.6547
25 C -1.1225
26 C -1.1095
27 C -1.1194
28 H 0.2320
29 H 0.2553
30 H 0.2250
31 H 0.2275
32 H 0.2246
33 H 0.2319
34 H 0.2258
35 H 0.2450
36 H 0.2511
37 H 0.2823
38 H 0.2318
39 H 0.2324
40 H 0.2777
41 H 0.2289
42 H 0.2302
43 H 0.2438
44 H 0.2291
45 H 0.2342
46 H 0.2264
47 H 0.2465
48 H 0.2250
49 H 0.2442
50 C -0.7418
51 C 0.4662
52 O -0.6446
53 H 0.2097
54 H 0.2532
55 H 0.2336



Record 4
Entry from the OMol25 dataset: a single C17H28O3 molecule (ωB97M-V/def2-TZVPD).

Frontier orbital gap   10.02 eV
DFT total energy   -24226.591 eV
LUMO energy   0.62 eV
ΔE to the lowest compared entry with this formula, charge and spin   0.4 kcal/mol
SMILES string   CCCCCCC[C@@H]1CC(=O)C=C(C)[C@H]1C(=O)OCC

Positions of all 48 atoms, in Å:
C  -0.1146  4.1816  3.2258
C  -0.1907  2.6932  3.5455
C  -0.3399  1.8159  2.3017
C  -1.7115  1.9320  1.6401
C  -1.8012  1.1536  0.3269
C  -1.7370  -0.3605  0.5187
C  -2.0880  -1.1405  -0.7485
H  -2.1317  -2.2066  -0.5061
H  -3.0891  -0.8384  -1.0659
C  -1.1389  -0.9501  -1.9392
C  -1.7634  -1.6016  -3.1735
C  -0.8996  -1.4466  -4.4042
O  -1.3596  -1.2443  -5.5066
C  0.5302  -1.6225  -4.1586
C  1.0695  -1.7080  -2.9396
C  2.5318  -1.9521  -2.7452
H  2.6963  -2.6866  -1.9582
H  2.9928  -2.3005  -3.6656
H  3.0260  -1.0271  -2.4451
C  0.2510  -1.5522  -1.6792
C  1.0580  -0.6657  -0.7387
O  1.1720  0.5255  -0.8495
O  1.6614  -1.3996  0.1993
C  2.4889  -0.7259  1.1527
C  2.3182  -1.3827  2.5110
H  1.2863  -1.3038  2.8439
H  2.5852  -2.4347  2.4557
H  2.9601  -0.8903  3.2355
H  2.2038  0.3304  1.1798
H  3.5268  -0.8036  0.8107
H  0.1570  -2.5374  -1.2061
H  1.1518  -1.6988  -5.0398
H  -1.8891  -2.6749  -2.9971
H  -2.7480  -1.1781  -3.3769
H  -1.0082  0.1178  -2.1368
H  -2.4498  -0.6472  1.2972
H  -0.7459  -0.6515  0.8659
H  -0.9866  1.4761  -0.3228
H  -2.7447  1.4030  -0.1652
H  -2.4803  1.5773  2.3319
H  -1.9170  2.9819  1.4259
H  -0.1736  0.7766  2.5929
H  0.4273  2.0886  1.5735
H  0.7231  2.4020  4.0702
H  -1.0303  2.5079  4.2197
H  0.0642  4.7542  4.1333
H  0.6978  4.3787  2.5297
H  -1.0407  4.5357  2.7810

Table of natural (NBO) atomic charges, one value per atom, all in e:
1 C -0.6065
2 C -0.3878
3 C -0.3983
4 C -0.3888
5 C -0.4049
6 C -0.4028
7 C -0.3736
8 H 0.1981
9 H 0.2049
10 C -0.2102
11 C -0.4872
12 C 0.5529
13 O -0.5353
14 C -0.3219
15 C 0.1319
16 C -0.6586
17 H 0.2262
18 H 0.2275
19 H 0.2326
20 C -0.3758
21 C 0.8397
22 O -0.6100
23 O -0.5249
24 C -0.0827
25 C -0.6224
26 H 0.2127
27 H 0.2131
28 H 0.2191
29 H 0.2093
30 H 0.1835
31 H 0.2398
32 H 0.2224
33 H 0.2200
34 H 0.2336
35 H 0.2279
36 H 0.2054
37 H 0.1930
38 H 0.2182
39 H 0.1973
40 H 0.1903
41 H 0.2009
42 H 0.1918
43 H 0.2005
44 H 0.1955
45 H 0.1931
46 H 0.2087
47 H 0.2010
48 H 0.2010